Entry 1:
DFT (ωB97M-V/def2-TZVPD) results for a molecular structure, C35H54BN4O2RhSSe2.

As for the frontier orbital gap (alpha / beta): 6.367 / 6.314 eV. The value obtained for the HOMO energy (alpha / beta) is -6.976 / -7.201 eV. The calculation puts the energy above the lowest of the compared OMol25 structures with the same formula, charge and spin at 0.0 kcal per mole. The lowest unoccupied orbital energy (alpha / beta) comes out at -0.6 / -0.9 eV.

Geometry as XYZ:
```
100
C35H54BN4O2RhSSe2, DFT ωB97M-V/def2-TZVPD
Rh 0.53609 -1.32283 0.94974
Se 1.61138 -2.12065 3.01377
Se 0.15347 0.91526 1.80801
S 2.21184 -1.37697 -0.77363
O 2.81020 0.91984 3.64562
O -1.20382 -0.23525 6.20414
N 3.54378 0.63793 0.45989
N 4.35919 -1.32947 0.87788
N -1.13289 -2.86190 -1.20315
N -2.54140 -1.82816 0.25207
C 1.76348 1.24461 4.55735
C -3.59707 -1.39531 2.42525
C -3.52964 0.35533 0.70710
C -2.62794 2.12841 -0.90172
C 1.54019 -5.41926 0.42743
C -0.54772 -1.22832 -3.51468
C -2.20739 -3.07355 3.70839
C 2.05769 -4.00140 -3.68428
C -3.20065 -0.93036 1.16312
C 2.83411 1.68793 -0.25712
C -4.45355 0.81681 2.89523
C 3.41897 -0.65458 0.21580
C 0.24780 -2.48562 -3.17020
C -4.71071 0.84045 -1.44538
C 1.04951 -1.22757 4.67729
C 0.68346 -4.43509 -1.74035
C -4.15186 1.22140 1.60286
C 4.99595 -0.46741 1.88716
C 0.22024 0.05558 -3.17686
C -2.46342 -3.15386 -1.56015
C -3.44344 -2.85651 2.83032
C -4.20102 -0.48863 3.29222
C 0.59616 0.24477 4.66713
C -3.29217 -2.53818 -0.70358
C -4.70049 -3.38265 3.53729
C -0.00607 0.53345 6.04062
C 1.73591 -4.77994 -2.58347
C -3.34589 0.78771 -0.74699
C 4.72444 0.91211 1.29133
C 1.31597 -2.86623 -3.97569
C 0.36009 -5.32865 -0.54791
C -0.06787 -6.72855 -1.00641
C -0.97698 -1.22617 -4.98645
C -0.49540 0.50091 3.61889
C -0.04249 -3.27572 -2.04435
B -1.14323 -2.01602 -0.03466
H -2.11943 -4.12719 4.00358
H 1.33253 2.22275 4.30855
H -1.64251 -0.37988 -5.18099
H -0.35762 -7.34168 -0.14721
H -5.35504 1.59842 -0.98532
H 0.72792 0.28358 6.81246
H 2.88861 -4.28247 -4.32220
H -5.61496 -3.13035 2.99147
H 1.82228 -4.43594 0.80199
H 6.05505 -0.67960 1.99385
H -0.91822 -6.67808 -1.69296
H -4.79083 -2.97756 4.55044
H -1.63265 0.02429 7.02308
H 2.38591 0.83372 2.77702
H -4.64693 -4.46970 3.62884
H -1.50800 -2.14604 -5.24883
H 0.36172 0.16166 -2.09782
H 1.82862 1.35637 -0.48966
H -2.28264 -2.46509 4.61758
H -0.47740 -4.88231 -0.01756
H 5.54613 1.27075 0.66622
H -0.22407 1.60378 6.11041
H -1.65063 2.11011 -0.42725
H 1.57727 -2.26282 -4.84175
H -3.20799 2.94289 -0.45081
H -1.28923 -2.80082 3.19464
H -0.11852 -1.13152 -5.66192
H 4.49072 -0.59091 2.84556
H 2.31970 -5.67101 -2.36995
H -4.92852 1.50878 3.58261
H 2.24732 1.33618 5.53157
H -1.45155 -1.23202 -2.91087
H 2.42003 -5.85844 -0.05843
H 0.75020 -7.24355 -1.52503
H 2.78053 2.56633 0.38292
H -4.37487 -2.54845 -0.67530
H 1.91719 -1.32688 5.33393
H -0.33146 0.93233 -3.53825
H 4.14878 -2.28799 1.10025
H 4.49833 1.65913 2.05027
H 3.34524 1.94435 -1.18774
H -3.31454 -3.43272 1.91517
H -4.41306 2.22537 1.27926
H -4.49039 -0.81245 4.28825
H 0.24796 -1.83176 5.08632
H -2.75152 0.02845 -1.25348
H 1.28080 -6.04397 1.28911
H 1.21418 0.05267 -3.64528
H -1.15757 -0.34615 3.52623
H -5.22946 -0.12084 -1.38421
H -4.59141 1.09732 -2.50359
H -2.49821 2.36354 -1.96513
H -2.70082 -3.79597 -2.39750
H -1.11288 1.34879 3.92058
```


Entry 2:
DFT (ωB97M-V/def2-TZVPD) results for a molecular structure, C24H39BrGeN5PPd.

As for the frontier orbital gap (alpha / beta): 4.439 / 4.439 eV. The value obtained for the HOMO energy (alpha / beta) is -4.909 / -4.910 eV. The calculation puts the energy above the lowest of the compared OMol25 structures with the same formula, charge and spin at 24.8 kcal per mole. The lowest unoccupied orbital energy (alpha / beta) comes out at -0.5 / -0.5 eV.

Geometry as XYZ:
```
72
C24H39BrGeN5PPd, DFT ωB97M-V/def2-TZVPD
Pd -0.11081 0.37751 -0.41320
Br -4.12007 4.07189 -3.30657
Ge 0.14554 -3.13194 -1.19270
P -0.00296 0.02912 1.63197
N 1.87842 0.67394 -1.75956
N -1.09313 -1.05615 3.98422
N 0.31758 0.90661 4.24800
N 1.32683 -1.24183 3.73568
N -1.79665 0.80992 -2.43933
C -1.17728 -4.58170 -0.97236
C -2.23766 2.03963 -2.67945
C -3.97236 -0.03982 -2.91203
C 1.46134 0.02123 4.45317
C 0.20704 1.40669 2.84974
C -0.51049 -1.61991 -0.29793
C -0.71081 3.45598 0.01682
C -2.64416 -0.20983 -2.54917
C 1.38067 -1.02396 2.28154
C 0.19654 2.46303 -0.36803
C 2.81352 -0.44177 -1.74417
C 0.42705 -3.06293 -3.16216
C 1.78660 4.25809 -0.84071
C 0.15615 -1.93412 4.12843
C -3.55619 2.29114 -3.02198
C 2.48769 1.86108 -1.14759
C -1.41405 -0.76434 2.54586
C -0.39335 4.81245 -0.01997
C 0.86088 5.21874 -0.45221
C -4.44667 1.24039 -3.14315
C 1.46676 0.95929 -3.13387
C 1.85452 -3.94280 -0.54463
C 1.46092 2.90697 -0.78824
C -0.85365 0.26567 4.72158
H 2.33987 1.15871 -3.77449
H 0.66909 -4.06250 -3.53274
H 1.91807 -4.99557 -0.83197
H -1.46513 -1.88226 0.16961
H -1.70913 3.17024 0.34146
H 1.54959 -0.18252 5.52355
H -1.15138 -4.96991 0.04841
H -0.48860 -2.72818 -3.65640
H 1.10765 1.97742 2.61834
H -1.12938 5.55066 0.27926
H -1.74160 0.87651 4.56430
H -1.87828 -1.54475 4.41462
H -4.62678 -0.89697 -2.99799
H 2.76654 4.56598 -1.19380
H 2.73780 -3.43759 -0.94221
H 1.32356 -1.95105 1.71504
H 0.91467 0.10911 -3.53149
H -1.67687 -1.68115 2.02594
H -0.62820 2.10757 2.79019
H -1.52396 2.84949 -2.58266
H 1.23031 -2.39456 -3.47503
H -2.25591 -0.06985 2.55324
H 1.11292 6.27091 -0.49796
H 0.81358 1.83007 -3.14279
H -0.00681 -2.80590 3.49489
H -0.97081 -5.40763 -1.65606
H -2.22442 -1.17646 -2.28643
H 1.90196 -3.89087 0.54663
H -0.74931 0.01724 5.77954
H 3.13348 -0.63967 -0.72044
H 0.19985 -2.22056 5.18101
H 2.32716 -1.33470 -2.12472
H 3.26904 2.27197 -1.80746
H -2.18449 -4.21014 -1.17062
H 2.32740 -0.52746 2.05351
H 2.98971 1.52630 -0.23294
H 3.70338 -0.23402 -2.35891
H 2.36754 0.52051 4.11619
H -5.47987 1.42327 -3.40657
```


Entry 3:
DFT (ωB97M-V/def2-TZVPD) results for a molecular structure, C35H35N7.

As for the frontier orbital gap: 6.790 eV. The value obtained for the HOMO energy is -7.242 eV. The calculation puts the energy above the lowest of the compared OMol25 structures with the same formula, charge and spin at 777.2 kcal per mole. The lowest unoccupied orbital energy comes out at -0.5 eV.

Geometry as XYZ:
```
77
C35H35N7, DFT ωB97M-V/def2-TZVPD
N 3.84280 -3.17992 9.26046
N 3.66128 3.76503 11.84120
N 9.81351 -4.56880 8.15911
N 7.27216 -0.19109 10.53995
N 5.99854 -4.21866 7.31663
N 9.45153 3.29536 11.81595
N 7.87992 4.14647 8.69000
C 4.36274 -5.54567 9.42502
C 3.89583 -2.80610 6.08878
C 2.96357 -3.46601 8.38785
C 8.15436 3.77500 11.73111
C 10.58160 -5.50902 8.75932
C 5.98413 -2.06912 9.64154
C 6.58708 2.21028 8.22285
C 7.24748 1.57176 11.67549
C 4.88544 -2.12053 6.76177
C 8.78339 -3.99829 8.88011
C 8.38019 -0.84118 10.10347
C 9.56276 1.94837 11.79415
C 4.55951 3.08121 12.60263
C 3.85239 2.07528 10.16897
C 8.49428 -4.32075 10.21100
C 4.55049 -4.22787 9.79248
C 8.56981 1.06866 11.70033
C 6.07122 -0.83173 10.34780
C 5.91049 -2.83662 7.41488
C 7.14256 -2.76939 9.36850
C 3.40623 -5.83380 8.50670
C 6.96439 3.52626 7.93925
C 9.35283 -5.25949 10.80437
C 3.25164 3.26268 10.65361
C 2.61719 -4.76807 7.92068
C 4.97307 -4.90397 6.71919
C 8.36511 -2.14836 9.59030
C 7.34418 1.47469 9.16703
C 10.35093 -5.85625 10.04535
C 8.44015 2.10550 9.81471
C 4.87139 1.45019 10.91150
C 8.68272 3.43454 9.54628
C 7.03395 2.90044 11.65062
C 3.99962 -4.21453 5.97243
C 5.19144 1.98018 12.14314
H 3.04283 -2.35786 5.60104
H 6.04302 3.32898 11.62233
H 8.47130 -0.00646 11.67162
H 5.09513 -5.95244 6.94770
H 5.26992 0.50686 10.56843
H 11.37868 -6.01311 8.23305
H 5.03061 -2.44694 9.30323
H 5.25103 -3.87414 10.53445
H 3.12175 -4.66533 5.53367
H 3.12690 -6.79536 8.10201
H 4.84715 3.53274 13.54060
H 9.37143 -0.43129 10.22941
H 5.17702 -0.29057 10.61974
H 9.07016 1.54801 10.49199
H 4.95581 -6.29361 9.93025
H 5.93872 1.52340 12.77506
H 8.12984 4.85302 11.67053
H 2.33859 -2.66738 8.01640
H 3.52338 1.49728 9.31804
H 4.82902 -1.04279 6.72042
H 8.24796 -3.27248 8.28605
H 6.66927 -2.40470 8.05058
H 10.53190 1.50308 11.96409
H 9.34178 -2.49668 9.28833
H 9.41275 3.96410 10.14044
H 1.81378 -4.95406 7.22330
H 11.05742 -6.60833 10.36416
H 7.12310 -3.70287 8.82567
H 2.65121 3.98955 10.12678
H 9.16387 -5.55798 11.82495
H 7.72951 -3.81451 10.78130
H 5.74498 1.77084 7.70889
H 6.40596 0.90825 11.54137
H 7.08976 0.45948 9.43351
H 6.48337 4.09956 7.16057
```


Entry 4:
DFT (ωB97M-V/def2-TZVPD) results for C2H4N2S2 in the gas phase.

As for the frontier orbital gap: 7.375 eV. The value obtained for the HOMO energy is -8.556 eV. The calculation puts the energy above the lowest of the compared OMol25 structures with the same formula, charge and spin at 67.2 kcal per mole. The lowest unoccupied orbital energy comes out at -1.2 eV.

Geometry as XYZ:
```
10
C2H4N2S2, DFT ωB97M-V/def2-TZVPD
S -0.44261 1.38613 0.29224
S 2.01316 1.25075 -0.27226
N -2.19274 1.37208 0.74349
N -0.20694 0.05378 1.11951
C 0.85414 -0.66385 1.06537
C 2.00495 -0.31765 0.41837
H 2.77349 -1.13808 0.49108
H -2.55735 0.45620 0.48379
H 0.64655 -1.70247 1.45916
H -2.69641 2.25041 0.40325
```


Q: The lowest energy above the lowest of the compared OMol25 structures with the same formula, charge and spin belongs to which entry?
A: C35H54BN4O2RhSSe2